Record 1
{
  "formula": "CHF2IS",
  "method": "ωB97M-V/def2-TZVPD",
  "gap_ev": 9.943,
  "total_charge": 0,
  "molar_mass_g_mol": 210.0,
  "elements": ["C", "F", "F", "S", "I", "H"],
  "coordinates": [[1.32186, -0.10574, 0.25644], [1.55424, 0.91971, 1.03583], [0.68378, -0.99979, 1.03666], [1.73850, -0.39396, -1.25963], [-2.94959, 0.96089, -0.15087], [-2.34879, -0.38111, -0.91842]],
  "forces_ev_per_angstrom": [[-0.315, -1.224, 0.725], [0.084, 0.086, -0.607], [0.344, 0.657, -0.703], [-0.155, 0.495, 0.584], [0.399, -0.806, -0.454], [-0.356, 0.790, 0.454]],
  "lowdin_charge": [-0.930, 0.092, 0.030, 0.783, 0.329, -0.305]
}

---

Record 2
{
  "formula": "C20H20N3O",
  "method": "ωB97M-V/def2-TZVPD",
  "gap_ev": 8.740,
  "total_charge": 1,
  "molar_mass_g_mol": 318.4,
  "elements": ["C", "C", "C", "C", "C", "O", "C", "C", "C", "C", "C", "C", "C", "C", "C", "C", "H", "H", "H", "H", "H", "H", "H", "H", "H", "H", "H", "C", "C", "N", "C", "C", "N", "C", "N", "H", "H", "H", "H", "H", "H", "H", "H", "H"],
  "coordinates": [[3.12705, 4.94565, 0.03998], [1.73256, 4.85904, 0.01335], [1.06976, 3.67091, 0.36071], [1.76904, 2.51346, 0.73874], [0.98968, 1.30027, 0.99633], [1.83639, 0.33550, 1.43820], [1.28883, -0.86435, 1.87148], [-0.07852, -1.20631, 1.69722], [-0.48177, -2.30406, 2.49940], [0.45762, -3.15386, 3.10621], [1.82691, -2.87067, 3.05395], [2.24934, -1.68534, 2.45697], [-1.03875, -0.28561, 0.93386], [-0.32785, 0.97467, 0.71544], [3.20707, 2.63147, 0.81301], [3.85788, 3.81751, 0.45830], [3.63217, 5.82940, -0.31987], [1.12876, 5.70978, -0.33519], [-0.00174, 3.58875, 0.35160], [-1.54255, -2.56126, 2.57369], [0.15061, -4.08980, 3.58627], [2.57450, -3.49851, 3.54558], [3.29003, -1.35396, 2.45264], [-1.97202, -0.19917, 1.54593], [-0.98903, 1.79279, 0.45499], [3.81689, 1.78807, 1.14738], [4.95691, 3.87857, 0.45677], [-3.40835, -1.25640, -0.21030], [-3.64982, -1.82261, -1.61476], [-2.41212, -1.56135, -2.26077], [-1.94942, -1.79546, -3.59587], [-0.58112, -1.17430, -3.56478], [-0.39016, -0.66567, -2.19947], [-1.53290, -0.94684, -1.49486], [-1.91018, -0.85521, -0.21920], [-4.08588, -0.38391, -0.15316], [-3.70962, -1.99148, 0.54477], [-3.84362, -2.89676, -1.71237], [-4.43520, -1.29695, -2.17566], [-2.00318, -2.87846, -3.70691], [-2.71782, -1.38398, -4.25704], [0.13199, -1.95892, -3.80917], [-0.54141, -0.41265, -4.34321], [0.50904, -0.28197, -1.88017]],
  "forces_ev_per_angstrom": [[-0.528, -1.113, 0.081], [-0.376, -0.016, -0.171], [0.919, -0.088, 0.056], [0.790, 2.112, -0.323], [-0.666, -2.191, -0.598], [-0.673, -0.496, 0.082], [0.021, 0.273, -0.955], [0.548, -0.424, 0.935], [0.353, -0.508, -0.799], [-0.144, -0.048, -0.128], [0.165, 0.602, -0.028], [-0.583, -0.418, 0.318], [-1.703, -1.404, 1.997], [0.719, 2.240, -0.346], [-0.863, -0.398, 0.071], [-0.267, 0.156, -0.181], [0.017, 0.098, 0.163], [0.373, -0.392, 0.283], [-0.270, 0.408, -0.181], [0.313, 0.074, -0.136], [-0.123, 0.589, -0.055], [-0.426, 0.019, -0.244], [-0.392, -0.131, 0.059], [1.126, 0.722, 0.594], [0.233, 0.145, -0.239], [-0.342, 0.227, -0.191], [-0.641, -0.202, 0.157], [0.029, 0.518, 0.125], [-0.299, -0.560, -0.954], [0.761, 1.114, 0.404], [-2.132, -0.861, 0.453], [0.763, -0.161, -1.093], [-0.778, -0.024, 0.626], [1.684, -0.432, -0.023], [0.586, 0.080, -0.916], [0.779, -0.122, 0.573], [0.628, 0.360, 0.101], [-0.215, 0.060, 0.550], [-0.116, -0.112, 0.451], [0.537, -0.119, -0.554], [0.590, 0.246, -0.471], [0.357, 0.234, 0.095], [0.377, 0.264, 0.312], [-1.128, -0.321, 0.100]],
  "lowdin_charge": [-0.067, -0.066, -0.028, -0.135, -0.180, 0.037, -0.169, -0.078, -0.021, -0.075, -0.060, 0.009, -0.185, 0.014, 0.000, -0.069, 0.105, 0.113, 0.097, 0.113, 0.112, 0.117, 0.132, 0.153, 0.109, 0.113, 0.114, -0.025, -0.098, -0.069, -0.092, -0.108, 0.146, -0.273, 0.077, 0.132, 0.127, 0.138, 0.138, 0.136, 0.138, 0.128, 0.129, 0.171]
}

---

Record 3
{
  "formula": "Cl8O32Pb",
  "method": "ωB97M-V/def2-TZVPD",
  "gap_ev": 2.507,
  "total_charge": -6,
  "molar_mass_g_mol": 1002.8,
  "elements": ["Pb", "Cl", "O", "O", "O", "O", "Cl", "O", "O", "O", "O", "Cl", "O", "O", "O", "O", "Cl", "O", "O", "O", "O", "Cl", "O", "O", "O", "O", "Cl", "O", "O", "O", "O", "Cl", "O", "O", "O", "O", "Cl", "O", "O", "O", "O"],
  "coordinates": [[0.05808, -0.66403, -0.21839], [-5.05071, -3.78480, -1.03851], [-5.08761, -5.17592, -0.94793], [-6.27311, -3.04189, -0.84042], [-3.98500, -3.24913, -0.17369], [-4.59743, -3.57636, -2.40684], [2.04199, -5.19369, 3.10203], [1.60827, -4.56803, 1.87754], [2.75470, -6.36002, 2.74652], [3.01344, -4.40523, 3.91357], [0.96081, -5.47070, 3.96662], [0.11583, -2.83267, -6.14795], [0.20381, -2.92579, -4.70349], [-0.79273, -3.91306, -6.54634], [-0.50409, -1.63364, -6.58435], [1.36273, -3.03830, -6.86445], [-4.77446, 2.55800, -1.71791], [-4.41672, 3.94677, -2.00866], [-3.62080, 1.76135, -2.13603], [-5.19770, 2.27367, -0.39187], [-5.83866, 2.17594, -2.65743], [0.73546, 5.40407, 1.62279], [1.82418, 5.56719, 0.68596], [1.23212, 5.58110, 2.96810], [-0.25287, 6.41095, 1.44826], [0.10032, 4.14062, 1.49445], [3.51183, 2.38430, -4.44104], [4.56219, 3.19790, -4.04146], [4.05809, 1.35941, -5.39521], [2.87756, 1.76860, -3.31881], [2.56577, 3.17205, -5.23845], [5.36372, 1.15270, 2.95632], [5.81736, 2.25278, 2.14206], [4.28488, 0.46480, 2.33566], [6.44158, 0.25913, 3.19727], [4.93115, 1.62062, 4.28906], [-2.00472, 0.46278, 5.80098], [-3.32164, 0.97644, 5.41015], [-1.20770, 1.52165, 6.31157], [-2.20475, -0.46951, 6.86800], [-1.29509, -0.11019, 4.68215]],
  "forces_ev_per_angstrom": [[-0.266, 0.359, 0.091], [3.547, 3.916, -2.964], [-1.650, -3.343, 2.028], [-0.260, -1.109, 0.747], [-1.111, -0.408, 0.375], [-0.487, 0.815, -0.132], [3.041, 1.986, 2.021], [-0.295, 0.874, 0.007], [0.499, -2.497, -0.844], [-1.357, 0.114, -1.643], [-1.890, -0.597, 0.354], [-2.006, -2.670, -1.023], [1.094, 0.747, -0.208], [0.436, -0.226, -0.052], [0.214, 1.647, 0.214], [0.320, 0.332, 0.975], [0.409, -0.341, -4.376], [-0.644, -0.391, 1.385], [0.146, -0.172, 1.277], [0.237, 0.490, 0.869], [-0.156, 0.433, 0.831], [0.953, 0.826, 1.372], [-0.311, -0.181, -0.133], [0.570, -0.398, 0.248], [-1.141, 1.467, -1.031], [-0.087, -1.516, -0.473], [-1.553, -2.165, -4.758], [2.560, 2.044, 1.465], [-0.625, 0.771, 1.718], [-0.379, -0.373, 0.448], [0.108, -0.290, 1.031], [-0.596, 1.435, 2.535], [-0.101, 0.050, -0.046], [-0.829, -0.433, -0.866], [1.597, -1.279, -0.288], [0.176, 0.152, -1.322], [-0.813, 1.029, -0.449], [0.798, -0.455, -0.209], [0.616, 1.330, 0.468], [-0.142, -1.438, 0.457], [-0.618, -0.535, -0.098]],
  "lowdin_charge": [1.874, 0.602, -0.379, -0.377, -0.418, -0.410, 0.596, -0.399, -0.404, -0.409, -0.372, 0.614, -0.396, -0.438, -0.369, -0.403, 0.632, -0.401, -0.408, -0.355, -0.424, 0.582, -0.383, -0.401, -0.403, -0.371, 0.608, -0.369, -0.439, -0.380, -0.412, 0.596, -0.387, -0.382, -0.409, -0.413, 0.597, -0.410, -0.385, -0.410, -0.386]
}

---

Record 4
{
  "formula": "C33H62O10S",
  "method": "ωB97M-V/def2-TZVPD",
  "gap_ev": 8.600,
  "total_charge": 0,
  "molar_mass_g_mol": 650.9,
  "elements": ["C", "C", "C", "C", "C", "C", "O", "C", "C", "O", "S", "O", "O", "C", "H", "H", "H", "H", "H", "H", "H", "H", "H", "H", "H", "H", "H", "H", "C", "C", "C", "O", "C", "H", "H", "H", "H", "H", "H", "H", "H", "C", "C", "C", "O", "C", "H", "H", "H", "H", "H", "H", "H", "H", "C", "C", "C", "O", "C", "H", "H", "H", "H", "H", "H", "H", "H", "C", "C", "C", "O", "C", "H", "H", "H", "H", "H", "H", "H", "H", "C", "C", "C", "O", "C", "H", "H", "H", "H", "H", "H", "H", "H", "C", "C", "C", "O", "C", "H", "H", "H", "H", "H", "H", "H", "H"],
  "coordinates": [[-0.94411, 2.07552, -0.19859], [-1.31961, 0.77852, -0.66331], [-1.51477, -0.57991, -1.61905], [-0.04245, -1.25939, -1.87787], [0.03616, -2.87203, -1.59488], [0.04150, -3.30363, -0.01356], [-0.52029, -2.30539, 0.90978], [-0.76538, -4.76712, 0.05954], [-1.08050, -5.25908, 1.59145], [0.13081, -5.62546, 2.34345], [1.30475, -4.38871, 2.30956], [2.66490, -5.07406, 2.72059], [0.94313, -3.33135, 3.37989], [1.56941, -3.64824, 0.57308], [-0.54621, 3.18866, -0.03290], [-2.13223, -1.34488, -0.96936], [-2.12160, -0.33075, -2.58949], [0.80457, -0.65705, -1.31134], [0.18586, -1.11653, -3.04108], [1.07678, -3.24366, -2.04651], [-0.81349, -3.43407, -2.17109], [-1.48610, -2.50001, 1.10198], [-1.76401, -4.64325, -0.56610], [-0.10137, -5.59110, -0.47837], [-1.72146, -6.26126, 1.49064], [-1.76550, -4.48768, 2.17318], [2.07382, -4.41051, -0.16588], [2.21007, -2.65074, 0.68050], [-4.11722, 2.68279, -5.78932], [-4.05722, 1.31482, -6.41844], [-2.86631, 0.69645, -5.71916], [-2.80627, 1.27591, -4.40853], [-3.70392, 2.39366, -4.36283], [-5.09943, 3.15675, -5.86079], [-3.38198, 3.34266, -6.26505], [-4.96690, 0.75391, -6.17361], [-3.95024, 1.33509, -7.50594], [-1.93166, 0.94006, -6.23536], [-2.94650, -0.39136, -5.63743], [-4.56563, 2.10509, -3.75109], [-3.20862, 3.24526, -3.88835], [4.89573, -1.53344, -3.03529], [4.66006, -0.60653, -4.19978], [3.22640, -0.17664, -3.97744], [3.00123, -0.19535, -2.56107], [4.10325, -0.86511, -1.93321], [5.95125, -1.66276, -2.78306], [4.47161, -2.52049, -3.25485], [5.32626, 0.26094, -4.12389], [4.81868, -1.07532, -5.17425], [2.52450, -0.88075, -4.43671], [3.02328, 0.82418, -4.36932], [4.70331, -0.10828, -1.41632], [3.72856, -1.57819, -1.19374], [1.58853, -1.63841, 5.86472], [1.47714, -2.80782, 6.80855], [1.72784, -2.15639, 8.15110], [1.24827, -0.80806, 8.05543], [0.97920, -0.51675, 6.67704], [1.08298, -1.79558, 4.90858], [2.64471, -1.42315, 5.66352], [0.45993, -3.21555, 6.77527], [2.17756, -3.61784, 6.58991], [2.79819, -2.11498, 8.37914], [1.21646, -2.67186, 8.96917], [-0.10821, -0.48030, 6.54958], [1.39379, 0.46166, 6.41914], [1.59005, 2.38927, 4.19549], [0.41508, 3.32063, 4.34634], [0.34933, 3.97131, 2.98181], [0.83841, 3.00867, 2.03775], [1.44816, 1.93037, 2.76073], [1.58965, 1.56196, 4.90965], [2.52516, 2.94859, 4.31830], [-0.49720, 2.74020, 4.52781], [0.52792, 4.04316, 5.15858], [0.99943, 4.85106, 2.92921], [-0.66655, 4.27130, 2.70895], [0.78534, 1.06138, 2.68608], [2.40879, 1.67681, 2.30402], [-1.13238, 8.34162, 5.16141], [-1.47167, 7.48895, 6.35664], [-1.97773, 6.21957, 5.70686], [-1.28435, 6.08613, 4.45845], [-0.60252, 7.31734, 4.18193], [-0.41364, 9.13597, 5.37797], [-2.04425, 8.80258, 4.76348], [-0.56225, 7.27752, 6.93140], [-2.20285, 7.94491, 7.02895], [-3.04900, 6.28442, 5.48884], [-1.80009, 5.33355, 6.32320], [0.46939, 7.14570, 4.32878], [-0.77030, 7.60602, 3.14067], [-0.36938, -4.02883, -6.51537], [-1.21270, -4.21660, -7.74999], [-2.42407, -3.36492, -7.43877], [-1.97336, -2.28987, -6.60315], [-0.63939, -2.58202, -6.16452], [0.69175, -4.23862, -6.67181], [-0.73415, -4.68217, -5.71385], [-0.68665, -3.81305, -8.62320], [-1.46592, -5.25979, -7.95526], [-3.17502, -3.93165, -6.87818], [-2.89378, -2.95912, -8.33941], [0.04215, -1.91073, -6.69828], [-0.55273, -2.38679, -5.09211]],
  "forces_ev_per_angstrom": [[-2.306, -8.726, -4.258], [2.953, 8.977, 1.593], [0.097, 0.296, 2.124], [0.343, 0.393, -1.065], [1.059, 0.539, -0.021], [-0.158, -1.559, 0.159], [-0.727, -1.645, -1.174], [0.203, 0.383, 0.073], [-1.965, -0.493, -1.271], [0.556, 2.484, -1.695], [4.854, 0.329, 6.128], [-5.320, 1.955, -2.385], [0.243, -3.412, -4.514], [-1.485, 0.917, -1.510], [-1.200, -3.356, -0.076], [1.044, 1.629, -1.330], [1.374, -0.159, 1.931], [-1.910, -1.430, -1.119], [-0.356, -0.311, 2.522], [-2.241, 0.719, 0.848], [1.500, 1.075, 1.150], [1.747, 0.257, -0.525], [1.924, -0.362, 1.533], [-1.401, 1.737, 1.115], [1.593, 2.153, 0.423], [1.719, -1.453, -1.040], [-0.878, 1.300, 1.938], [-1.395, -2.336, 0.226], [0.056, 0.613, -0.179], [-0.369, -0.408, -0.277], [0.344, -0.344, 0.113], [-0.237, 0.158, -0.219], [0.009, -0.042, 0.501], [0.116, -0.030, 0.043], [-0.106, -0.026, 0.060], [0.091, 0.023, -0.069], [0.006, -0.035, 0.124], [0.002, -0.073, -0.100], [0.109, 0.219, 0.033], [-0.030, 0.112, 0.012], [0.021, -0.169, 0.035], [0.157, -0.635, 0.121], [0.331, 0.388, -0.385], [-0.435, 0.107, 0.008], [0.363, -0.205, -0.180], [-0.094, 0.365, 0.292], [-0.138, 0.001, 0.003], [0.080, 0.060, 0.044], [-0.077, -0.091, -0.060], [-0.037, 0.072, 0.100], [-0.018, 0.005, -0.125], [-0.073, -0.094, 0.137], [0.034, -0.104, 0.070], [-0.074, 0.096, -0.012], [0.231, 0.318, -0.569], [-0.264, -0.550, 0.035], [0.174, 0.140, 0.331], [0.030, -0.169, -0.178], [-0.218, 0.163, 0.211], [0.148, 0.066, 0.248], [-0.094, -0.006, -0.026], [0.123, -0.011, -0.009], [-0.101, 0.098, 0.015], [0.021, -0.103, 0.031], [0.028, 0.156, -0.002], [-0.015, 0.062, -0.109], [-0.068, -0.131, 0.274], [0.582, -0.082, 0.203], [-0.507, 0.064, 0.368], [-0.099, 0.271, -0.359], [0.189, 0.056, 0.440], [-0.132, -0.331, -0.387], [0.034, 0.169, -0.246], [-0.055, -0.086, 0.015], [0.056, 0.106, 0.002], [-0.055, -0.054, -0.147], [-0.052, 0.100, 0.077], [0.169, -0.051, -0.027], [0.075, -0.069, 0.001], [-0.111, 0.055, -0.077], [-0.190, 0.568, -0.273], [0.186, -0.072, 0.622], [-0.283, -0.330, -0.154], [-0.033, 0.367, 0.238], [0.267, -0.264, -0.245], [-0.072, -0.094, -0.057], [0.127, -0.009, 0.022], [-0.122, 0.017, -0.012], [0.076, -0.085, -0.071], [-0.024, -0.020, 0.102], [0.002, 0.007, -0.158], [0.043, 0.092, -0.050], [0.004, -0.146, 0.060], [0.238, -0.350, 0.495], [0.077, -0.141, -0.640], [-0.431, 0.111, 0.098], [0.219, -0.388, -0.110], [0.058, 0.464, 0.020], [-0.113, 0.045, 0.041], [0.085, 0.058, -0.057], [-0.081, -0.079, 0.063], [0.002, 0.136, 0.011], [-0.033, -0.055, -0.088], [0.018, 0.058, 0.152], [0.083, -0.016, 0.077], [-0.094, 0.082, -0.069]],
  "lowdin_charge": [0.050, -0.073, -0.181, -0.191, -0.130, -0.453, -0.070, -0.113, -0.208, -0.273, 0.847, -0.384, -0.352, -0.117, 0.064, 0.094, 0.101, 0.122, 0.108, 0.128, 0.116, 0.121, 0.134, 0.146, 0.150, 0.141, 0.132, 0.146, -0.184, -0.180, -0.205, -0.158, -0.203, 0.115, 0.117, 0.117, 0.115, 0.121, 0.101, 0.119, 0.119, -0.181, -0.180, -0.203, -0.157, -0.200, 0.117, 0.115, 0.119, 0.116, 0.108, 0.122, 0.122, 0.103, -0.186, -0.179, -0.210, -0.139, -0.205, 0.083, 0.124, 0.119, 0.120, 0.115, 0.115, 0.121, 0.089, -0.171, -0.176, -0.212, -0.182, -0.198, 0.081, 0.121, 0.124, 0.110, 0.115, 0.112, 0.119, 0.117, -0.182, -0.181, -0.199, -0.161, -0.206, 0.116, 0.118, 0.118, 0.116, 0.119, 0.118, 0.117, 0.121, -0.181, -0.181, -0.199, -0.159, -0.202, 0.117, 0.116, 0.118, 0.117, 0.119, 0.120, 0.121, 0.104]
}